1.
{"formula": "C34H32N5O5SeTi", "method": "ωB97M-V/def2-TZVPD", "elements": ["Ti", "C", "O", "C", "C", "C", "C", "C", "C", "N", "C", "N", "C", "C", "C", "C", "C", "C", "O", "C", "N", "C", "C", "C", "C", "C", "C", "O", "C", "H", "H", "H", "H", "H", "H", "H", "H", "H", "H", "H", "H", "H", "H", "H", "H", "H", "H", "H", "H", "H", "H", "O", "N", "N", "O", "C", "C", "C", "C", "C", "C", "H", "H", "H", "H", "H", "Se", "C", "C", "C", "C", "C", "C", "H", "H", "H", "H", "H"], "xyz": [[1.2543, -0.5078, 0.3230], [-5.2551, 3.0169, 2.2088], [-3.8495, 3.0555, 2.1374], [-3.2945, 3.3607, 0.9172], [-3.9965, 3.9184, -0.1333], [-3.3574, 4.1820, -1.3419], [-2.0247, 3.8462, -1.4962], [-1.3183, 3.2773, -0.4458], [-1.9326, 3.0449, 0.7825], [-1.2204, 2.5234, 1.8663], [-0.2047, 1.5330, 1.6407], [1.1280, 1.9180, 1.8924], [1.9537, 2.2217, 0.7622], [2.0804, 1.2977, -0.2792], [2.9380, 1.6384, -1.3282], [3.6109, 2.8515, -1.3593], [3.4632, 3.7591, -0.3184], [2.6319, 3.4443, 0.7462], [2.4219, 4.2715, 1.8274], [3.1373, 5.4801, 1.8599], [-0.3417, 0.4965, 0.7987], [-1.5129, 0.0624, 0.2250], [-2.7978, 0.1125, 0.7717], [-3.8806, -0.3391, 0.0380], [-3.7216, -0.8390, -1.2458], [-2.4479, -0.9174, -1.7976], [-1.3702, -0.4797, -1.0663], [-0.0449, -0.5479, -1.5018], [0.1937, -0.1596, -2.8451], [-5.4995, 2.6188, 3.1914], [-5.6734, 2.3672, 1.4341], [-5.6966, 4.0139, 2.1105], [-5.0487, 4.1472, -0.0297], [-3.9116, 4.6442, -2.1485], [-1.5230, 4.0288, -2.4385], [-0.2790, 2.9968, -0.5750], [-1.7973, 2.3812, 2.6812], [1.1837, 2.6449, 2.5873], [3.1036, 0.9358, -2.1403], [4.2597, 3.1057, -2.1900], [4.0007, 4.6973, -0.3514], [2.8634, 5.9689, 2.7931], [2.8699, 6.1328, 1.0224], [4.2190, 5.3106, 1.8529], [-2.9380, 0.4777, 1.7781], [-4.8710, -0.2961, 0.4760], [-4.5786, -1.1871, -1.8063], [-2.3147, -1.3333, -2.7880], [1.2729, -0.1191, -2.9645], [-0.2335, 0.8259, -3.0436], [-0.2225, -0.8851, -3.5467], [2.6610, -0.5622, 1.4432], [3.5231, -1.5419, 1.2010], [3.1624, -2.2280, 0.1205], [2.1440, -1.7715, -0.6563], [3.8201, -3.3877, -0.2361], [4.9638, -3.8018, 0.4638], [5.5991, -4.9727, 0.0989], [5.1217, -5.7492, -0.9509], [3.9843, -5.3399, -1.6348], [3.3319, -4.1721, -1.2867], [5.3193, -3.1952, 1.2824], [6.4830, -5.2882, 0.6396], [5.6235, -6.6682, -1.2261], [3.5973, -5.9439, -2.4463], [2.4305, -3.8623, -1.7950], [0.2486, -2.3974, 2.0343], [-1.0406, -3.4405, 1.0920], [-2.1028, -4.0364, 1.7785], [-3.0331, -4.8163, 1.1115], [-2.9325, -5.0169, -0.2589], [-1.8663, -4.4528, -0.9438], [-0.9227, -3.6844, -0.2786], [-2.1856, -3.8789, 2.8467], [-3.8429, -5.2791, 1.6653], [-3.6704, -5.6123, -0.7832], [-1.7698, -4.6199, -2.0119], [-0.0741, -3.2786, -0.8122]], "forces_ev_per_angstrom": [[-1.8385, 0.4723, 0.1127], [-0.0868, 0.0250, 0.0385], [0.1183, 0.0071, 0.0038], [0.0580, -0.0429, 0.0094], [-0.0955, 0.0761, -0.0326], [0.0037, -0.0180, -0.0217], [-0.0342, 0.0131, -0.0500], [-0.0366, -0.0261, 0.0844], [0.2189, 0.1971, -0.0600], [-0.0831, -0.3061, -0.2914], [-0.5667, 0.6618, 0.7497], [0.1539, -0.0819, -0.4247], [-0.0635, 0.2249, -0.1070], [0.4106, 1.0167, -0.0204], [-0.1120, 0.0887, -0.1140], [-0.0316, -0.0544, -0.0534], [0.0681, 0.1284, 0.0182], [0.0338, -0.0494, -0.0547], [-0.0123, -0.1030, -0.0171], [0.0151, 0.0855, 0.0927], [-0.7966, 0.7986, 0.1496], [-0.3174, 0.0938, -0.3133], [0.2089, -0.1530, 0.0418], [-0.1453, 0.0063, -0.0835], [-0.0080, 0.0377, 0.1185], [0.0057, -0.0749, -0.2092], [-0.0478, 0.1342, 0.3432], [-0.6318, -0.2671, 0.0582], [0.2554, 0.0215, -0.2222], [-0.0147, -0.0052, -0.0188], [0.0227, -0.0100, 0.0054], [0.0294, -0.0004, 0.0063], [0.0190, 0.0170, 0.0298], [-0.0018, -0.0486, -0.0260], [0.0114, -0.0060, 0.0086], [0.0321, 0.0222, 0.0521], [-0.0234, -0.1144, -0.0372], [-0.0540, -0.0123, 0.0850], [0.0084, -0.0105, 0.0179], [0.0282, -0.0491, 0.0101], [-0.0291, -0.0022, 0.0249], [-0.0011, 0.0152, -0.0222], [0.0103, -0.0279, -0.0004], [-0.0221, -0.0126, -0.0333], [0.0378, 0.0486, 0.0168], [0.0096, -0.0276, 0.0129], [0.0201, -0.0210, -0.0232], [0.0540, -0.0047, 0.0103], [-0.0203, -0.0263, -0.0065], [-0.0199, -0.0098, 0.1132], [0.0054, -0.0393, 0.0738], [1.3735, -0.7004, 0.6699], [0.7897, -0.1501, 0.4529], [0.0497, -0.1100, -0.0449], [1.1146, -1.2814, -0.9785], [0.1023, -0.3420, -0.1111], [-0.1391, 0.1671, 0.0126], [-0.0197, -0.0545, -0.0902], [0.0199, -0.0667, -0.0297], [0.1206, -0.0352, 0.0457], [-0.1112, 0.1983, 0.0324], [0.0336, -0.0209, 0.0163], [-0.0064, 0.0217, 0.0294], [0.0087, 0.0088, 0.0043], [-0.0304, 0.0114, 0.0045], [0.0314, 0.0188, -0.0179], [-0.0861, -0.2398, 0.0216], [0.2049, 0.0137, 0.0863], [-0.0055, 0.0497, -0.0637], [-0.0610, -0.0419, 0.0163], [-0.0484, -0.0556, -0.0068], [0.0086, 0.0007, -0.1093], [-0.1529, -0.1088, 0.0571], [-0.0183, 0.0164, 0.0018], [-0.0157, 0.0401, 0.0058], [0.0151, -0.0132, 0.0037], [0.0344, 0.0160, 0.0069], [0.0428, 0.0708, -0.0612]], "relative_energy_ev": 0.000, "spin_multiplicity": 3, "total_energy_ev": -141924.6100, "e_homo_ev": [-2.530, -3.835], "charge": -1, "orbital_gap_ev": [5.031, 6.334]}

***

2.
{"formula": "C24H28CdCl6N3OS", "method": "ωB97M-V/def2-TZVPD", "elements": ["Cd", "Cl", "C", "C", "C", "Cl", "C", "Cl", "C", "Cl", "C", "Cl", "C", "S", "C", "H", "H", "H", "H", "H", "H", "C", "C", "C", "C", "C", "O", "C", "C", "C", "C", "C", "C", "Cl", "C", "C", "C", "N", "C", "N", "C", "N", "H", "H", "H", "H", "H", "H", "H", "H", "H", "H", "H", "H", "H", "H", "H", "H", "H", "H", "H", "H", "H", "H"], "xyz": [[-0.3124, 3.2509, 1.7466], [1.9852, 5.3517, 2.0382], [1.1146, 5.1700, 3.5428], [0.0664, 4.2689, 3.5562], [-0.6410, 4.0955, 4.7306], [-1.9618, 2.9570, 4.7456], [-0.3169, 4.8026, 5.8800], [-1.2087, 4.5607, 7.3224], [0.7441, 5.7105, 5.8420], [1.1559, 6.5975, 7.2477], [1.4719, 5.9003, 4.6653], [2.7785, 7.0082, 4.6017], [-3.5294, 4.1406, 0.4974], [-1.8408, 4.5730, 0.0133], [-1.8304, 4.0562, -1.7140], [-4.2100, 4.8897, 0.1044], [-3.5795, 4.1444, 1.5832], [-3.7863, 3.1547, 0.1156], [-2.2683, 3.0650, -1.8146], [-0.7987, 4.0477, -2.0563], [-2.3943, 4.7830, -2.2912], [3.4632, -3.0553, -2.7233], [2.3847, -3.5593, -1.7574], [1.5679, -4.6506, -2.4683], [3.0676, -4.2284, -0.5499], [1.4395, -2.3873, -1.2849], [0.4897, -2.8612, -0.3511], [0.7605, -1.7086, -2.4922], [-0.5028, -0.8643, -2.2522], [-1.7096, -1.6274, -1.7526], [-2.3249, -1.2964, -0.5517], [-3.4394, -1.9863, -0.0935], [-3.9514, -3.0253, -0.8522], [-5.3400, -3.8947, -0.2900], [-3.3647, -3.3726, -2.0580], [-2.2522, -2.6693, -2.5013], [2.2881, -1.3796, -0.4871], [1.5321, -0.4650, 0.3808], [1.2177, 0.8018, 0.1569], [0.5392, 1.2658, 1.1964], [0.4977, 0.2022, 2.0634], [1.0911, -0.8620, 1.6006], [4.0912, -3.8966, -3.0280], [4.1243, -2.3167, -2.2588], [3.0379, -2.6213, -3.6321], [2.2308, -5.4847, -2.7091], [1.1285, -4.3159, -3.4085], [0.7712, -5.0575, -1.8349], [3.4375, -5.2143, -0.8406], [2.3726, -4.3597, 0.2809], [3.9351, -3.6652, -0.1960], [-0.0780, -3.5180, -0.7723], [0.4812, -2.4795, -3.2080], [1.5045, -1.0877, -2.9987], [-0.7598, -0.4219, -3.2182], [-0.3106, -0.0286, -1.5792], [-1.9154, -0.4962, 0.0551], [-3.9060, -1.7287, 0.8512], [-3.7828, -4.1805, -2.6484], [-1.8048, -2.9418, -3.4527], [2.8740, -0.7675, -1.1668], [2.9589, -1.9114, 0.1731], [1.4878, 1.3518, -0.7315], [0.0296, 0.2374, 3.0340]], "forces_ev_per_angstrom": [[0.0010, -0.1255, -0.2917], [-0.0038, 0.0342, 0.0717], [-0.1583, -0.1449, -0.0295], [-0.1158, -0.0111, 0.0226], [0.0671, -0.0008, -0.1690], [0.1030, 0.0571, -0.0947], [-0.0508, 0.0057, 0.1432], [0.0177, 0.0484, 0.0745], [0.0193, 0.0406, 0.0546], [0.0063, -0.0017, -0.0076], [0.1182, 0.0975, 0.0032], [-0.0142, 0.0097, 0.0593], [0.0772, -0.0249, -0.0608], [0.1569, -0.0814, 0.2368], [-0.0042, -0.1278, 0.0932], [-0.0421, 0.0124, -0.0337], [-0.0037, 0.0246, 0.0468], [-0.0140, -0.0054, 0.0479], [0.0395, -0.0024, -0.0397], [0.0074, 0.0267, -0.0162], [-0.0357, 0.0015, -0.0510], [0.0250, -0.0021, -0.0554], [-0.0079, -0.0443, 0.0482], [-0.0742, -0.0083, 0.0097], [0.0372, 0.0456, 0.0160], [-0.0071, 0.0010, -0.0091], [-0.0250, -0.1078, 0.0359], [-0.0651, 0.0312, -0.0316], [-0.0130, -0.0978, 0.0520], [-0.0143, 0.0374, -0.0579], [-0.0695, -0.0648, 0.0455], [0.0428, 0.1020, 0.0829], [0.0074, 0.0036, -0.0019], [-0.0040, -0.0042, 0.0032], [0.0312, -0.0456, -0.1168], [0.0157, -0.0515, -0.0066], [-0.0896, 0.0543, 0.1243], [0.1949, -0.3731, -0.1809], [-0.0533, -0.1405, 0.0654], [-0.2700, 0.2499, 0.2276], [-0.0203, 0.0360, -0.1165], [0.0831, 0.2850, -0.3227], [-0.0243, 0.0694, 0.0199], [-0.0571, -0.0592, -0.0431], [0.0406, -0.0442, 0.0617], [-0.0563, 0.0631, 0.0183], [-0.0005, -0.0201, 0.0295], [0.0936, 0.0318, -0.0568], [-0.0164, 0.0891, 0.0182], [0.0203, -0.0068, -0.0403], [-0.0612, -0.0212, -0.0038], [-0.0148, 0.0827, -0.0034], [0.0364, -0.0134, -0.0583], [-0.0387, -0.0169, -0.0331], [0.0112, 0.0526, -0.0184], [-0.0334, -0.0303, 0.0245], [0.0276, 0.0169, 0.0192], [0.0476, -0.0277, -0.1030], [0.0495, 0.0829, 0.0626], [-0.0424, 0.0152, 0.0431], [0.0473, 0.0750, 0.0160], [0.0874, -0.0240, 0.1370], [-0.0137, -0.0778, 0.0441], [0.0022, 0.0243, -0.0049]], "relative_energy_ev": 0.000, "total_energy_ev": -122389.2189, "e_homo_ev": -11.136, "charge": 1, "orbital_gap_ev": 8.260}

***

3.
{"formula": "C4HNO", "method": "ωB97M-V/def2-TZVPD", "elements": ["N", "C", "C", "C", "C", "O", "H"], "xyz": [[-0.5761, -0.9099, -2.7541], [0.4338, -0.8791, -2.1757], [0.4376, -0.3969, -0.8698], [0.1293, 0.0540, 0.1989], [-0.0874, 0.5782, 1.5282], [-1.1675, 0.9269, 1.9360], [0.8304, 0.6268, 2.1366]], "forces_ev_per_angstrom": [[0.7884, -0.8495, -1.9079], [-2.2408, 0.5892, 0.4866], [1.0281, 0.2838, 1.2691], [0.4085, -0.1635, -0.2412], [-0.2835, 0.1669, 0.3447], [0.4169, -0.1023, -0.0845], [-0.1176, 0.0755, 0.1332]], "relative_energy_ev": 1.393, "smiles": "N#CC#CC=O", "total_energy_ev": -7697.1765, "e_homo_ev": -11.049, "charge": 0, "orbital_gap_ev": 10.148}